Below is C34H64N2ORhSi4Te as an isolated structure, with properties calculated with ωB97M-V/def2-TZVPD.

Values from the calculation:
DFT total energy = -3055.05581 Eh
charge = +1
expectation value of S² = 6.01
largest force on an atom = 1.29 eV/Å
2S+1 = 5
Kohn-Sham gap (spin up / spin down) = 0.2904 / 0.1794 hartree

Geometry (Å):
Rh -0.56086 -0.87542 -1.18015
C 2.11738 -1.81060 -1.78859
C 2.87319 -0.51249 -2.08571
C 2.82963 0.52880 -0.96402
C 2.45061 0.08925 -3.41183
C 3.41824 0.26235 -4.39244
C 3.09511 0.77747 -5.64005
C 1.76918 1.01737 -5.93861
C 0.75574 0.82980 -4.99703
C -0.68101 0.87999 -5.54273
C -1.67394 -0.09821 -4.88914
C -1.27504 2.29496 -5.65216
C 1.13024 0.48138 -3.68571
N 0.13957 0.53618 -2.64259
C -0.55413 1.64298 -2.49312
C -1.73260 1.69140 -1.74126
C -2.64702 2.73657 -1.58868
C -3.75595 2.19059 -0.96284
C -3.48896 0.81807 -0.74228
N -2.25951 0.51679 -1.20759
C -4.43277 -0.14655 -0.05010
C -5.88273 0.26172 -0.32635
C -4.16930 -0.08628 1.46741
C -4.22152 -1.58013 -0.53633
H 2.41963 -2.25701 -0.84092
H 2.26562 -2.53726 -2.58762
H 1.03586 -1.61940 -1.74611
H 3.91253 -0.81380 -2.20172
H 1.83216 0.94648 -0.83843
H 3.51151 1.34881 -1.20207
H 3.14061 0.09398 -0.01429
H 4.44554 -0.00892 -4.16917
H 3.86455 0.93658 -6.38626
H 1.49287 1.33384 -6.94254
H -0.56298 0.53354 -6.56991
H -2.22856 0.35235 -4.06159
H -1.16569 -0.99296 -4.51538
H -2.40629 -0.41969 -5.63326
H -1.67085 2.64477 -4.69379
H -2.10751 2.29942 -6.36316
H -0.52799 3.01086 -6.00383
H -0.21624 2.54386 -2.99916
H -2.50419 3.76293 -1.91135
H -4.67385 2.70300 -0.70403
H -6.10789 1.25658 0.06622
H -6.56053 -0.44919 0.15216
H -6.08932 0.26093 -1.39935
H -4.34408 0.92512 1.85304
H -3.13262 -0.36301 1.69274
H -4.83298 -0.77978 1.99911
H -4.51208 -1.68738 -1.58586
H -4.82844 -2.26555 0.06354
H -3.18127 -1.87346 -0.44312
C 0.27166 3.43679 1.35200
Si 1.75841 2.76756 2.23424
C 2.08080 3.69886 3.82378
C 3.28108 2.96433 1.17145
Si 1.38668 0.57113 2.96217
Te -0.06367 -0.77590 1.37464
Si 3.19748 -0.81366 3.57836
C 4.55710 -1.01570 2.33078
C 2.49703 -2.47727 4.01885
C 3.91144 0.03277 5.07339
Si -0.12935 0.66296 4.77176
C -1.43212 1.90932 4.29704
C -0.92770 -0.99265 5.06564
C 0.70051 1.20465 6.35047
H 0.48237 4.45740 1.00889
H -0.60570 3.47347 2.00685
H 0.00929 2.82824 0.47405
H 2.51346 4.67739 3.58157
H 2.80140 3.16576 4.46048
H 1.17007 3.86739 4.41232
H 3.73453 3.93990 1.38314
H 3.04088 2.92712 0.10227
H 4.03377 2.19307 1.37872
H 4.30777 -1.74983 1.55599
H 5.45113 -1.37352 2.85707
H 4.81492 -0.06963 1.84094
H 1.92500 -2.90665 3.18491
H 1.82622 -2.40575 4.88407
H 3.30559 -3.17484 4.27296
H 4.46491 0.93575 4.78505
H 4.61187 -0.64536 5.57778
H 3.14058 0.32209 5.79593
H -1.85418 1.69906 3.30375
H -1.01864 2.92482 4.28338
H -2.25422 1.89262 5.02528
H -1.53009 -1.31995 4.20957
H -1.58407 -0.92700 5.94071
H -0.17784 -1.76605 5.26581
H 1.40901 2.03000 6.20574
H 1.23297 0.37179 6.82593
H -0.07640 1.54693 7.04691
C -1.12367 -5.41101 -0.93821
C -1.25216 -5.22201 -2.45687
C -0.84120 -3.76765 -2.65957
O -1.00515 -3.13183 -1.35647
C -1.60125 -4.06892 -0.42957
H -0.08236 -5.58228 -0.65460
H -1.73362 -6.22892 -0.55697
H -2.28775 -5.37368 -2.76243
H -0.62497 -5.90103 -3.03284
H -1.45437 -3.25080 -3.39403
H 0.20222 -3.67202 -2.94421
H -2.68876 -4.00175 -0.48591
H -1.28199 -3.80718 0.57510

Cartesian forces, eV/Å:
Rh -1.197 0.485 -0.048
C 0.392 0.183 0.052
C -0.159 0.120 0.046
C 0.082 -0.147 -0.144
C 0.095 -0.011 0.090
C 0.019 -0.037 -0.062
C 0.037 -0.037 0.061
C -0.065 0.021 -0.089
C -0.198 -0.040 -0.042
C -0.014 0.144 0.191
C 0.010 0.034 0.002
C -0.037 -0.040 0.033
C -0.365 0.185 0.151
N 0.134 -0.165 -0.328
C 0.246 -0.218 -0.138
C 0.017 -0.383 0.073
C -0.155 0.292 0.061
C -0.112 0.034 0.039
C 0.185 0.266 -0.026
N -0.123 0.010 0.063
C 0.197 -0.012 0.061
C -0.039 0.012 0.011
C -0.028 0.077 0.030
C -0.168 0.061 -0.077
H 0.008 0.021 0.021
H -0.005 0.000 -0.003
H 0.454 -0.437 -0.211
H 0.183 0.034 -0.037
H -0.020 0.022 0.030
H -0.054 -0.137 -0.009
H 0.042 -0.031 0.116
H -0.076 0.016 -0.010
H -0.047 -0.019 0.051
H 0.023 -0.079 0.127
H 0.081 -0.025 -0.054
H 0.092 -0.050 -0.033
H -0.034 0.047 -0.070
H 0.013 0.045 0.047
H 0.065 -0.027 -0.094
H 0.084 -0.015 0.096
H -0.060 -0.045 0.007
H 0.000 0.027 -0.060
H -0.056 -0.210 0.026
H 0.195 -0.057 -0.074
H 0.005 -0.130 -0.014
H 0.015 0.039 -0.009
H 0.005 0.017 0.062
H 0.037 -0.158 -0.056
H -0.096 0.004 -0.004
H 0.101 0.116 -0.088
H 0.051 0.009 0.063
H 0.037 0.041 -0.076
H 0.169 -0.036 0.048
C -0.389 0.018 -0.199
Si 0.263 0.106 -0.001
C -0.003 0.060 0.347
C 0.251 -0.077 -0.217
Si -0.010 0.063 -0.062
Te 0.071 -0.257 0.395
Si -0.020 -0.014 0.031
C 0.167 0.039 -0.411
C -0.225 -0.332 0.113
C 0.047 0.243 0.289
Si -0.139 -0.006 -0.013
C -0.255 0.211 -0.133
C -0.082 -0.331 -0.059
C 0.252 0.127 0.226
H -0.049 -0.122 0.016
H 0.100 0.011 -0.136
H 0.042 0.141 0.143
H -0.077 -0.112 0.063
H -0.113 0.155 -0.112
H 0.184 -0.041 -0.089
H -0.052 -0.114 -0.049
H 0.067 0.043 0.292
H -0.090 0.188 -0.070
H 0.039 0.123 0.069
H -0.110 0.025 -0.092
H 0.016 -0.161 0.061
H 0.120 0.037 0.175
H 0.154 -0.074 -0.162
H -0.129 0.097 -0.031
H -0.073 -0.139 0.076
H -0.072 0.111 -0.076
H 0.216 -0.055 -0.107
H 0.043 0.059 0.201
H -0.113 -0.135 -0.013
H 0.130 0.009 -0.124
H 0.071 0.037 0.169
H 0.043 -0.016 -0.085
H -0.178 0.079 -0.007
H -0.160 -0.155 0.069
H -0.109 0.167 -0.040
H 0.130 -0.060 -0.079
C 0.028 -0.049 -0.085
C -0.015 -0.073 0.115
C -0.103 -0.126 0.203
O 0.045 0.312 -0.306
C 0.033 -0.115 -0.168
H -0.061 0.010 0.012
H 0.046 -0.008 -0.041
H 0.009 0.001 -0.010
H -0.029 0.009 0.051
H -0.104 0.101 0.012
H 0.148 0.055 0.034
H -0.041 0.071 -0.018
H 0.119 0.054 0.032

Atomic partial charges in e from the natural (NBO) method, atoms 1 to 99: atom 1 (Rh): 1.04, atom 2 (C): -0.52, atom 3 (C): -0.26, atom 4 (C): -0.60, atom 5 (C): 0.05, atom 6 (C): -0.22, atom 7 (C): -0.20, atom 8 (C): -0.20, atom 9 (C): -0.02, atom 10 (C): -0.23, atom 11 (C): -0.60, atom 12 (C): -0.61, atom 13 (C): 0.08, atom 14 (N): -0.62, atom 15 (C): 0.17, atom 16 (C): -0.08, atom 17 (C): -0.18, atom 18 (C): -0.33, atom 19 (C): 0.23, atom 20 (N): -0.60, atom 21 (C): -0.09, atom 22 (C): -0.60, atom 23 (C): -0.59, atom 24 (C): -0.59, atom 25 (H): 0.22, atom 26 (H): 0.22, atom 27 (H): 0.10, atom 28 (H): 0.22, atom 29 (H): 0.20, atom 30 (H): 0.22, atom 31 (H): 0.20, atom 32 (H): 0.21, atom 33 (H): 0.22, atom 34 (H): 0.22, atom 35 (H): 0.21, atom 36 (H): 0.21, atom 37 (H): 0.20, atom 38 (H): 0.22, atom 39 (H): 0.20, atom 40 (H): 0.22, atom 41 (H): 0.22, atom 42 (H): 0.21, atom 43 (H): 0.23, atom 44 (H): 0.23, atom 45 (H): 0.21, atom 46 (H): 0.21, atom 47 (H): 0.22, atom 48 (H): 0.22, atom 49 (H): 0.20, atom 50 (H): 0.21, atom 51 (H): 0.22, atom 52 (H): 0.21, atom 53 (H): 0.19, atom 54 (C): -1.13, atom 55 (Si): 1.33, atom 56 (C): -1.12, atom 57 (C): -1.12, atom 58 (Si): -0.22, atom 59 (Te): 0.06, atom 60 (Si): 1.35, atom 61 (C): -1.13, atom 62 (C): -1.12, atom 63 (C): -1.12, atom 64 (Si): 1.33, atom 65 (C): -1.13, atom 66 (C): -1.13, atom 67 (C): -1.13, atom 68 (H): 0.25, atom 69 (H): 0.25, atom 70 (H): 0.25, atom 71 (H): 0.25, atom 72 (H): 0.24, atom 73 (H): 0.24, atom 74 (H): 0.25, atom 75 (H): 0.24, atom 76 (H): 0.24, atom 77 (H): 0.24, atom 78 (H): 0.26, atom 79 (H): 0.24, atom 80 (H): 0.24, atom 81 (H): 0.24, atom 82 (H): 0.25, atom 83 (H): 0.25, atom 84 (H): 0.25, atom 85 (H): 0.25, atom 86 (H): 0.24, atom 87 (H): 0.24, atom 88 (H): 0.25, atom 89 (H): 0.24, atom 90 (H): 0.25, atom 91 (H): 0.24, atom 92 (H): 0.25, atom 93 (H): 0.24, atom 94 (H): 0.25, atom 95 (C): -0.43, atom 96 (C): -0.43, atom 97 (C): -0.07, atom 98 (O): -0.60, atom 99 (C): -0.06